(1)
DFT (the ωB97M-V functional and the def2-TZVPD basis) results for a gas-phase ion, C5H10O2P (charge -1).

XYZ file:
```
18
C5H10O2P the ωB97M-V functional and the def2-TZVPD basis
C -0.66623 -1.53609 0.58996
H 0.36122 1.62380 1.51520
H -2.16854 0.62001 -0.63768
C 0.86445 0.32547 -0.07451
H 0.88491 -1.77719 -0.80418
C -0.08256 1.17631 0.71354
C 0.24507 -0.99378 -0.57691
O -2.60178 0.43761 0.21433
H 2.20808 1.91144 -0.78308
O -1.95614 -0.04212 2.57447
H 1.70018 -0.17029 0.49031
P -1.34845 0.07215 1.23869
H 0.61275 1.72238 -1.73281
C 1.40680 1.13939 -1.21144
H 0.12827 -1.89935 1.31798
H -1.37252 -2.36309 0.30495
H 2.18994 0.55884 -1.75237
H -0.40546 -0.80548 -1.38645
```

Output
Total energy, Eh: -688.37968
F_max, eV/Å: 3.886
HOMO-LUMO gap, eV: 6.59
SMILES: C[C@H]1C=[P@@]([O-])(O)CC1
Lowest unoccupied orbital energy, eV: 4.0065
Net charge: -1
Relative energy (zero: lowest compared OMol25 entry of this formula, charge and spin), kJ/mol: 123.1

(2)
DFT (the ωB97M-V functional and the def2-TZVPD basis) results for 3 unconnected molecules or ions with the total composition C5H9NO2.

XYZ file:
```
17
C5H9NO2 the ωB97M-V functional and the def2-TZVPD basis
O 0.60629 -2.32108 1.36403
H 0.24726 3.42435 -1.00318
C 0.83484 0.45835 0.58777
H -1.90390 1.22402 -0.64482
O -0.48048 3.07949 -0.47480
H -2.39243 -0.00107 0.56953
N 0.19415 2.56035 0.69641
H 1.82032 0.61577 0.96141
C 0.78298 -1.64916 0.20781
H -1.78077 -0.51405 -1.01916
H 1.39397 -3.17444 -1.13391
H 1.26465 -1.45515 -1.82022
H 0.81868 -3.26602 1.25492
C -1.68791 0.23301 -0.23007
H -0.54962 2.62718 1.39523
C -0.33079 0.27776 0.26215
C 1.16274 -2.11933 -0.97310
```

Output
Total energy, Eh: -400.81932
F_max, eV/Å: 0.948
HOMO-LUMO gap (spin up / spin down), eV: 6.91 / 8.22
Lowest unoccupied orbital energy (spin up / spin down), eV: 0.6551 / 0.6136
Relative energy (zero: lowest compared OMol25 entry of this formula, charge and spin), kJ/mol: 938.5